26
Properties=species:S:1:pos:R:3:lowdin_charge:R:1 method="wB97M-V/def2-TZVPD" charge=-1 fmax_ev_per_a=7.0 spin_multiplicity=8 homo_ev="-0.708 / -1.834" gap_ha="0.138 / 0.174"
C 0.7483 0.6800 -3.1655 -0.34
C -0.5350 -0.0355 -3.1107 -0.27
C -0.3401 -1.1970 -2.3618 -0.26
C 1.0675 -1.2233 -1.9385 -0.32
C 1.7561 -0.1309 -2.5543 -0.30
Eu 0.2885 0.6661 -0.9362 1.04
P -0.2355 2.8371 -0.5351 0.37
H 0.9282 1.5991 -3.7276 0.08
H -1.4716 0.3104 -3.5505 0.07
H -1.0940 -1.9407 -2.0993 0.09
H 2.8238 0.0829 -2.5005 0.09
H 1.5383 -2.0376 -1.3829 0.09
H -1.2028 3.0927 0.4663 -0.15
H -0.7595 3.6042 -1.6056 -0.15
H 0.8152 3.6840 -0.1039 -0.18
C -0.5935 -1.3725 3.7047 -0.20
C -0.5934 0.0121 3.5355 -0.15
C -0.3538 0.5456 2.2669 -0.24
N -0.1217 -0.2769 1.2055 -0.20
C -0.1189 -1.6310 1.3555 -0.22
C -0.3551 -2.2027 2.6088 -0.15
H -0.7770 -1.8002 4.6819 0.06
H -0.7756 0.6663 4.3783 0.07
H -0.3485 1.6165 2.1355 0.04
H 0.0641 -2.2699 0.5048 0.06
H -0.3529 -3.2782 2.7288 0.07

=====

50
Properties=species:S:1:pos:R:3:lowdin_charge:R:1 method="wB97M-V/def2-TZVPD" charge=-1 fmax_ev_per_a=0.4 homo_ev=-6.146 gap_ha=0.308
Na -0.5104 0.0649 -0.3842 0.30
N -0.2680 2.1325 0.8699 0.02
C 0.8811 2.1922 1.7704 -0.25
C 0.4828 1.7093 3.1669 -0.23
N -0.0832 0.3815 3.3039 -0.06
C 0.8334 -0.7352 3.4188 -0.23
C 1.5938 -1.1679 2.1652 -0.25
N 0.6740 -1.5502 1.1003 0.02
H -0.0376 2.5061 -0.0451 0.08
H -1.0650 2.6467 1.2273 0.09
H 1.2881 3.2076 1.8738 0.11
H 1.6647 1.5710 1.3363 0.08
H -0.2489 2.4283 3.5588 0.11
H 1.3565 1.7729 3.8224 0.11
H -0.7953 0.1966 2.6083 0.07
H 0.2560 -1.5943 3.7780 0.11
H 1.5594 -0.4980 4.2037 0.11
H 2.2785 -1.9798 2.4520 0.11
H 2.2145 -0.3562 1.7868 0.09
H 0.2026 -2.4235 1.3005 0.08
H 1.1748 -1.6191 0.2186 0.06
F -6.0008 -0.5566 0.3779 0.14
C -5.1162 -1.4127 0.8754 -0.67
F -5.4880 -1.7211 2.1231 0.13
F -5.1414 -2.5291 0.1452 0.13
S -3.4050 -0.6868 0.9152 0.57
O -2.6917 -1.5036 1.8504 -0.28
O -3.6055 0.7046 1.1951 -0.27
N -2.8029 -0.9864 -0.5115 -0.31
S -3.0986 -0.1335 -1.8064 0.60
O -2.0629 0.8385 -2.0402 -0.27
O -4.4644 0.2386 -2.0086 -0.26
C -2.7249 -1.4631 -3.0302 -0.68
F -2.8873 -0.9782 -4.2635 0.14
F -3.5410 -2.5047 -2.8757 0.14
F -1.4659 -1.8784 -2.9002 0.14
F 1.3924 2.2584 -2.7974 0.15
C 2.1423 1.2221 -3.1896 -0.54
F 3.1924 1.7298 -3.8700 0.14
F 1.4131 0.5153 -4.0667 0.16
C 2.5465 0.3399 -1.9554 -0.37
O 1.5303 0.1703 -1.1383 -0.13
C 3.7372 1.0572 -1.2248 -0.54
F 3.9261 0.5348 -0.0048 0.14
F 3.4706 2.3642 -1.0477 0.15
F 4.9168 0.9803 -1.8696 0.14
C 3.0719 -1.0345 -2.4906 -0.54
F 3.8979 -0.9403 -3.5518 0.14
F 3.7509 -1.6845 -1.5233 0.15
F 2.0564 -1.8259 -2.8488 0.16

=====

27
Properties=species:S:1:pos:R:3:lowdin_charge:R:1 method="wB97M-V/def2-TZVPD" charge=+1 fmax_ev_per_a=3.9 smiles="O=C=C/C=C(/O)CC(N1CC1)=[N+]1CC1" homo_ev=-11.097 gap_ha=0.281
O -0.3703 -0.9717 -2.7314 0.16
C -1.3378 -1.4500 -2.2923 -0.15
C -2.4085 -1.7463 -1.5351 -0.05
C -2.2391 -1.9557 -0.0619 -0.04
C -1.1417 -1.6703 0.6566 -0.31
O -1.1599 -2.0244 2.0063 0.01
C 0.2642 -1.3712 0.2038 0.01
C 0.6216 0.1280 0.0031 -0.16
N 1.4339 0.4685 -0.9680 -0.03
C 2.4486 -0.1305 -1.7134 -0.05
C 2.5448 1.3701 -1.2720 0.01
N -0.2128 0.9131 0.6405 -0.01
C -0.5580 1.2322 1.9898 -0.06
C -0.5617 2.2764 0.9107 -0.04
H -3.4466 -1.8421 -1.8073 0.11
H -3.1863 -2.3240 0.3276 0.12
H -2.0171 -2.4723 2.2192 0.13
H 0.8223 -1.7665 0.9985 0.12
H 0.4782 -1.8759 -0.6787 0.10
H 2.4037 -0.1153 -2.8187 0.13
H 3.1772 -0.9388 -1.1958 0.18
H 2.9488 1.7268 -0.3318 0.12
H 2.4823 2.1791 -1.9755 0.11
H 0.3584 1.2713 2.6769 0.15
H -1.4430 0.8794 2.5238 0.13
H -1.6647 2.5562 0.7254 0.16
H 0.2166 3.0501 0.7054 0.13

=====

27
Properties=species:S:1:pos:R:3:lowdin_charge:R:1 method="wB97M-V/def2-TZVPD" charge=+1 fmax_ev_per_a=5.0 spin_multiplicity=3 homo_ev="-8.540 / -13.547" gap_ha="0.206 / 0.307"
C -2.3774 0.8746 0.3082 -0.01
C -1.6665 1.9588 0.9104 -0.04
C -2.0471 0.1728 -0.8191 -0.31
C -0.3671 2.1138 0.8375 -0.24
C -0.5827 0.1557 -1.4110 0.02
C 2.6722 0.9362 -1.2300 -0.05
C 3.0799 -0.1320 -0.2154 -0.03
C -0.8394 -1.9989 1.0468 -0.07
C 0.3745 -1.8464 1.7973 -0.01
C 0.4612 -0.2545 -0.3601 -0.23
N 1.7334 0.0196 -0.6677 0.00
N 0.0229 -0.9217 0.6725 0.03
O -2.8912 -0.6728 -1.3392 0.12
O 0.7536 2.3762 0.7755 0.14
H -3.4008 0.6331 0.6488 0.14
H -2.1242 2.6401 1.5771 0.10
H -0.5192 -0.6500 -2.1533 0.13
H -0.4771 1.1910 -1.9431 0.18
H 2.6289 1.9877 -1.0012 0.11
H 3.1349 0.7805 -2.2447 0.14
H 3.7082 -0.8419 -0.5791 0.08
H 3.3005 0.2514 0.8210 0.15
H -0.7993 -2.9568 0.3754 0.18
H -1.7783 -1.6283 1.4778 0.13
H 0.5648 -1.3586 2.7483 0.13
H 1.1238 -2.4957 1.6686 0.08
H -3.6886 -0.3339 -1.7012 0.13

=====

32
Properties=species:S:1:pos:R:3:lowdin_charge:R:1 method="wB97M-V/def2-TZVPD" charge=+3 fmax_ev_per_a=7.5 spin_multiplicity=5 homo_ev="-17.228 / -21.077" gap_ha="0.201 / 0.217"
O -0.0201 2.6709 -4.9817 0.26
C -0.0281 1.7560 -4.2836 0.03
Ru -0.0362 -0.1821 -2.4273 0.57
O -0.0211 2.2769 -0.4735 0.17
C -0.0316 1.4477 -1.3095 -0.16
C -0.0817 -2.2112 -2.9514 -0.17
O -0.1107 -3.2492 -3.4940 0.20
C 1.9472 0.0536 -2.5899 -0.13
O 3.1097 0.1419 -2.5093 0.20
C -2.0238 0.0655 -2.6531 -0.11
O -3.1871 0.1125 -2.6326 0.21
H 0.1332 0.3735 -4.1364 0.08
C -2.4150 -0.5888 0.9592 0.01
N -1.1743 -0.1686 1.5893 -0.07
C -1.3215 0.5120 2.8554 0.05
C -0.0076 -0.5446 1.0496 -0.59
S -0.0509 -1.6445 -0.2951 0.95
N 1.1863 -0.3218 1.6211 -0.06
C 1.4582 0.7353 2.5751 0.04
C 2.3644 -0.9302 1.0287 0.01
H -3.1789 -0.3176 1.6664 0.11
H -2.4294 -1.6796 0.7887 0.13
H -2.5970 -0.0490 0.0181 0.11
H -0.8565 -0.0387 3.6860 0.15
H -0.9966 1.5594 2.7890 0.14
H -2.4023 0.5118 2.9892 0.12
H 1.1456 0.4444 3.5892 0.14
H 2.5451 0.7924 2.5559 0.12
H 1.0626 1.7085 2.2513 0.13
H 2.2190 -2.0161 0.8984 0.12
H 2.6526 -0.4547 0.0781 0.11
H 3.1464 -0.7655 1.7488 0.12

=====

32
Properties=species:S:1:pos:R:3:lowdin_charge:R:1 method="wB97M-V/def2-TZVPD" charge=+1 fmax_ev_per_a=7.3 homo_ev="-10.602 / -10.602" gap_ha="0.235 / 0.235"
O -0.7255 2.7604 2.8719 0.19
C -0.6270 2.5687 1.7275 0.04
Zn -0.3525 2.2751 -0.2778 0.13
O -3.2849 0.7259 -0.2930 0.18
C -2.2865 1.3131 -0.2831 0.06
C -0.1843 1.9930 -2.2686 0.02
O -0.0648 1.8576 -3.3985 0.22
C 1.3907 3.3134 -0.2788 -0.33
O 2.0332 3.5316 -1.2713 -0.04
C -1.1896 4.1015 -0.6182 0.00
O -1.6338 5.1432 -0.8047 0.20
H 1.7088 3.5610 0.8210 0.06
C -1.3992 -1.0966 -1.7923 -0.02
N -0.6053 -1.6346 -0.6486 -0.09
C -0.9026 -3.0045 -0.3776 -0.06
C 0.2128 -0.8924 0.1579 -0.40
O 0.2466 0.3712 0.1051 -0.11
N 1.1546 -1.3370 1.0194 -0.11
C 1.4385 -2.7030 1.2519 -0.05
C 1.9222 -0.3276 1.7615 0.00
H -1.1782 -1.7448 -2.6577 0.11
H -1.1934 -0.0601 -2.0603 0.03
H -2.4794 -1.2434 -1.5951 0.10
H -0.0257 -3.6121 -0.5635 0.09
H -1.2782 -3.1398 0.6346 0.10
H -1.6760 -3.3321 -1.0654 0.10
H 1.7681 -3.1841 0.3324 0.10
H 2.2272 -2.7802 1.9875 0.10
H 0.5556 -3.2011 1.6442 0.09
H 2.5289 0.3203 1.1248 0.10
H 1.2935 0.3074 2.3881 0.09
H 2.6065 -0.8501 2.4266 0.09